[1]
10 unconnected molecules or ions with the total composition C18H48F8N10O22S8. Source: OMol25; level of theory: ωB97M-V/def2-TZVPD.

Geometry as ORCA input:
```
! wB97M-V def2-TZVPD RIJCOSX def2/J DEFGRID3
* xyz 2 1
C -6.1438 -4.7060 -5.8847
C -4.9295 -3.8048 -5.7524
O -4.9943 -2.7292 -6.3161
N -3.8599 -4.1469 -4.7358
H -3.9057 -5.0685 -4.3252
H -3.0120 -4.2958 -5.2641
C -3.7538 -2.9761 -3.7697
H -6.0195 -5.5256 -5.1769
H -6.3025 -5.0929 -6.8913
H -7.0564 -4.1193 -5.7802
H -3.6050 -2.0245 -4.2801
H -2.9441 -3.1495 -3.0609
H -4.6984 -2.8566 -3.2391
C 0.0407 6.1889 -3.3175
C 0.8710 7.0243 -2.3681
O 1.4334 8.0698 -2.6869
N 0.9703 6.4425 -0.9472
H 0.0929 6.7367 -0.5425
H 0.7473 5.4940 -0.6811
C 2.1090 6.9029 -0.0927
H 0.1480 6.5125 -4.3528
H -0.9882 6.2185 -2.9589
H 0.4741 5.1897 -3.3618
H 1.8417 7.9157 0.2088
H 3.1008 6.8022 -0.5333
H 2.1022 6.3670 0.8565
C -8.1275 7.7187 0.7405
C -7.8926 6.6733 -0.3817
O -8.8786 6.2226 -0.9923
N -6.4971 6.1416 -0.6842
H -6.2687 6.5335 -1.5866
H -5.8465 6.4687 0.0158
C -6.4569 4.6004 -0.8540
H -9.1443 8.0883 0.6081
H -7.4826 8.5808 0.5703
H -7.9131 7.2529 1.7024
H -6.8568 4.2681 0.1040
H -5.4273 4.2579 -0.9582
H -7.0377 4.3979 -1.7538
C -0.5240 0.0569 -8.7424
C 0.1406 1.2539 -9.2943
O 1.0381 1.8070 -8.6935
N -0.3168 1.7069 -10.6861
H -0.4846 0.8682 -11.2233
H -1.2001 2.1922 -10.6188
C 0.7180 2.6684 -11.3344
H -1.6114 0.1149 -8.7906
H -0.2860 -0.3201 -7.7477
H -0.1243 -0.6436 -9.4756
H 1.6993 2.2012 -11.2522
H 0.8392 3.5835 -10.7549
H 0.4322 2.7791 -12.3804
C 12.1811 -3.5806 0.6893
C 10.9318 -4.1142 -0.0497
O 11.0031 -4.9097 -0.9286
N 9.6335 -3.4276 0.4580
H 8.8410 -4.0368 0.6024
H 9.7924 -3.0643 1.3869
C 9.1759 -2.2965 -0.5556
H 12.0898 -2.6021 1.1609
H 13.0126 -3.6266 -0.0139
H 12.4512 -4.3313 1.4320
H 9.9081 -1.7516 -1.1515
H 8.5267 -1.5478 -0.1015
H 8.6181 -2.9625 -1.2138
C -3.1874 -4.5643 7.7053
C -1.7323 -4.1778 7.3004
O -0.7350 -4.8298 7.6555
N -1.3753 -2.8538 6.5761
H -2.2137 -2.2979 6.4863
H -0.7270 -2.3444 7.1594
C -0.7172 -3.1179 5.1776
H -3.7308 -4.9426 6.8395
H -3.5593 -3.5959 8.0399
H -3.1662 -5.3384 8.4724
H 0.2214 -3.6382 5.3683
H -0.3243 -2.2570 4.6368
H -1.3402 -3.5929 4.4198
N 1.4072 -0.0570 9.1800
S 2.9615 -0.0649 8.8890
O 3.5826 -1.3645 8.6154
O 3.8138 0.9165 9.6170
F 2.9523 0.5090 7.3837
S 1.5363 -0.1421 10.8863
O 1.5280 1.1741 11.5471
O 2.2601 -1.2926 11.4285
F 0.0131 -0.5840 11.0903
N 1.4782 2.0222 -0.0686
S 2.8171 1.3472 0.1389
O 3.6723 0.9649 -0.9461
O 2.8860 0.5390 1.3680
F 3.4273 2.7144 0.7358
S 0.7520 0.5866 -0.7271
O 0.4462 -0.5445 0.1951
O 0.8730 0.4455 -2.2354
F -0.7136 1.1638 -0.7226
N 5.6402 -5.9612 0.3876
S 4.2837 -5.3695 0.0898
O 3.1047 -5.7957 0.9108
O 3.9592 -4.7493 -1.1738
F 4.6138 -3.9691 0.8535
S 5.6228 -6.9304 -0.9510
O 6.1147 -6.1798 -2.0759
O 4.4632 -7.9136 -0.9770
F 6.9281 -7.8205 -0.5761
N -4.7540 0.3914 5.7804
S -5.3765 0.1761 4.3819
O -6.6145 0.9069 4.0607
O -5.0535 -1.1325 3.8747
F -4.3676 1.1325 3.5804
S -6.2702 0.0779 6.5301
O -6.6824 -1.2746 6.3991
O -7.3312 1.0354 6.6379
F -5.7606 0.0031 8.0574
*
```

Electronic energy ... -187775.641 eV

[2]
A molecular structure, C41H31IrN8O4Se. Source: OMol25; level of theory: ωB97M-V/def2-TZVPD.

Geometry as ORCA input:
```
! wB97M-V def2-TZVPD RIJCOSX def2/J DEFGRID3
* xyz 1 6
Ir -0.2816 0.5053 1.7378
O -2.5899 4.0706 0.8570
C -2.2636 2.9161 1.0510
N -1.5128 2.4310 2.0834
C -1.3767 3.0342 3.2700
C -1.9453 4.2866 3.6328
C -1.7868 4.7553 4.8997
C -1.0534 4.0137 5.8653
C -0.4900 2.8103 5.5671
C -0.6172 2.2797 4.2586
N -0.0732 1.1363 3.8141
C 0.6704 0.3281 4.6599
O 0.5062 0.2188 5.8495
C 1.7787 -0.4112 3.9742
C 2.6025 -1.2463 4.7085
C 3.6393 -1.8862 4.0477
C 3.8168 -1.6653 2.6892
C 2.9438 -0.8122 2.0337
N 1.9504 -0.1954 2.6661
C -2.7269 1.8401 0.1334
C -3.6540 2.1217 -0.8512
C -4.1597 1.0687 -1.5986
C -3.7345 -0.2152 -1.3157
C -2.7882 -0.4016 -0.3181
N -2.2814 0.6111 0.3790
H -2.4962 4.8438 2.8942
H -2.2234 5.7040 5.1802
H -0.9475 4.4114 6.8656
H 0.0408 2.2520 6.3196
H 2.4126 -1.3788 5.7635
H 4.3005 -2.5517 4.5859
H 4.6085 -2.1495 2.1353
H 3.0348 -0.6127 0.9727
H -3.9708 3.1441 -0.9997
H -4.8901 1.2488 -2.3756
H -4.1204 -1.0690 -1.8540
H -2.4259 -1.3879 -0.0693
O -0.9317 -2.4209 2.1255
C -0.2938 -2.3916 1.0858
N 0.1681 -3.4396 0.3517
C 0.9422 -2.9941 -0.7971
C 0.8961 -1.4691 -0.5717
O 1.4608 -0.6356 -1.2602
N 0.0573 -1.2049 0.4539
C 0.2052 -3.2351 -2.1216
C -1.0974 -3.7147 -2.1475
C -1.7590 -3.8788 -3.3591
C -1.1273 -3.5549 -4.5482
C 0.1765 -3.0740 -4.5245
C 0.8409 -2.9177 -3.3193
C 2.3368 -3.5996 -0.8120
C 2.4455 -4.9833 -0.6927
C 3.6858 -5.5977 -0.6924
C 4.8388 -4.8347 -0.8284
C 4.7359 -3.4612 -0.9729
C 3.4910 -2.8423 -0.9652
H 0.2354 -4.3578 0.7568
H -1.5948 -3.9753 -1.2224
H -2.7675 -4.2724 -3.3699
H -1.6399 -3.6906 -5.4913
H 0.6829 -2.8335 -5.4503
H 1.8596 -2.5525 -3.3062
H 1.5536 -5.5964 -0.6204
H 3.7527 -6.6731 -0.5972
H 5.8089 -5.3128 -0.8358
H 5.6281 -2.8620 -1.1015
H 3.4217 -1.7728 -1.1072
C -0.0615 4.8649 -0.6626
N -0.1958 3.5861 -1.3458
C 0.3052 2.4001 -0.9662
Se 1.2542 1.9725 0.5974
N -0.0030 1.4836 -1.8840
C -0.7808 2.0585 -2.8743
C -1.3663 1.5344 -4.0188
C -2.1063 2.4139 -4.7859
C -2.2504 3.7636 -4.4315
C -1.6539 4.2865 -3.2993
C -0.9122 3.4010 -2.5278
H 0.6413 4.7485 0.1582
H -1.0274 5.1737 -0.2726
H 0.3264 5.5969 -1.3686
H 0.3677 0.5287 -1.8249
H -1.2530 0.4934 -4.2873
H -2.5855 2.0553 -5.6868
H -2.8412 4.4120 -5.0636
H -1.7663 5.3266 -3.0271
*
```

Energy above the lowest of the compared OMol25 structures with the same formula, charge and spin ... 0.0 kcal/mol

[3]
A single C6H14 molecule. Source: OMol25; level of theory: ωB97M-V/def2-TZVPD.

Geometry as ORCA input:
```
! wB97M-V def2-TZVPD RIJCOSX def2/J DEFGRID3
* xyz 0 1
C 1.5788 2.0662 1.1162
C 0.5576 0.9164 1.4756
C -0.6343 0.5609 0.5611
C -0.1959 0.1565 -0.8509
C -1.0016 -1.0218 -1.4682
C -0.6703 -2.3966 -0.9188
H 0.9903 2.9526 0.9153
H 2.2012 1.9741 2.0049
H 2.2273 1.7290 0.3091
H 1.1454 -0.0084 1.5404
H 0.0875 1.1926 2.4243
H -1.1928 -0.2897 0.9670
H -1.3392 1.3971 0.6432
H 0.8227 -0.2646 -0.7916
H -0.0413 0.9725 -1.5621
H -2.0812 -0.8699 -1.5631
H -0.6371 -0.9579 -2.4969
H 0.3973 -2.5061 -0.7392
H -1.0626 -3.1211 -1.6255
H -1.1517 -2.4817 0.0593
*
```

Energy above the lowest of the compared OMol25 structures with the same formula, charge and spin ... 20.8 kcal/mol
SMILES string ... CCCCCC

[4]
2 unconnected molecules or ions with the total composition CHF3OS2. Source: OMol25; level of theory: ωB97M-V/def2-TZVPD.

Geometry as ORCA input:
```
! wB97M-V def2-TZVPD RIJCOSX def2/J DEFGRID3
* xyz 0 3
C 1.4580 -0.0459 0.7793
O -2.7625 -0.4679 -1.3375
F 2.5408 0.7234 0.7411
F 1.7951 -1.2704 1.1319
F 0.6424 0.3650 1.7733
S -3.7406 0.4851 -1.8769
S 0.6620 -0.0901 -0.8342
H -0.5952 0.3008 -0.3770
*
```

Energy above the lowest of the compared OMol25 structures with the same formula, charge and spin ... 0.0 kcal/mol

[5]
3 unconnected molecules or ions with the total composition C3H6FN. Source: OMol25; level of theory: ωB97M-V/def2-TZVPD.

Geometry as ORCA input:
```
! wB97M-V def2-TZVPD RIJCOSX def2/J DEFGRID3
* xyz 0 1
C -0.4991 -0.6008 0.2991
C 0.4579 0.4741 -0.0705
C 1.7373 0.3883 -0.2024
H -2.8236 -0.6348 0.0380
H -1.2719 1.1061 -1.0101
H 0.1937 -1.5291 0.6270
H -0.7972 -0.3872 1.3328
H 0.0345 1.4880 0.4322
H 2.5488 0.9578 -0.2214
N -1.6044 -0.3363 -0.7731
F 2.0241 -0.9262 -0.4515
*
```

Energy above the lowest of the compared OMol25 structures with the same formula, charge and spin ... 148.8 kcal/mol

[6]
A gas-phase ion, C5H4N3O2 (charge -1). Source: OMol25; level of theory: ωB97M-V/def2-TZVPD.

Geometry as ORCA input:
```
! wB97M-V def2-TZVPD RIJCOSX def2/J DEFGRID3
* xyz -1 1
C -0.0478 1.2799 -1.3889
N -0.0686 0.2808 -0.3524
C -1.1273 -0.5590 -0.1466
C -2.1956 -0.7441 -0.7932
O -3.2969 -1.2936 -0.8935
C 1.1389 0.1233 0.2004
O 2.2188 0.6794 -0.0526
N 1.2764 -0.8595 1.2679
C 0.3432 -1.1674 2.1334
N -0.3498 -1.4131 3.0274
H 0.5749 2.0617 -0.8656
H 0.3235 0.9388 -2.3017
H -0.9755 1.5010 -1.4856
H 2.1856 -0.8282 1.6510
*
```

Energy above the lowest of the compared OMol25 structures with the same formula, charge and spin ... 39.8 kcal/mol
SMILES string ... CN(C#C[O-])C(=O)NC#N

[7]
A single H3O5P3 molecule. Source: OMol25; level of theory: ωB97M-V/def2-TZVPD.

Geometry as ORCA input:
```
! wB97M-V def2-TZVPD RIJCOSX def2/J DEFGRID3
* xyz 0 3
O 3.0166 -0.6181 -1.7556
O 0.3255 -2.5016 1.1457
O 2.5105 0.4290 1.9968
O 2.2919 0.8303 0.5825
O 1.0147 0.9708 0.3566
P 2.7789 -0.9807 -0.3843
P -1.8473 -0.8973 0.1141
P 0.2218 -1.5751 0.0395
H 2.4746 1.2320 2.6531
H -2.1492 -2.3557 -0.1342
H -1.9200 -0.4595 -1.4189
*
```

Energy above the lowest of the compared OMol25 structures with the same formula, charge and spin ... 24.8 kcal/mol

[8]
A single C4H10N2O molecule. Source: OMol25; level of theory: ωB97M-V/def2-TZVPD.

Geometry as ORCA input:
```
! wB97M-V def2-TZVPD RIJCOSX def2/J DEFGRID3
* xyz 0 1
H 3.2426 -0.8568 -0.1378
N 2.3223 -1.0592 0.2137
N 1.5964 0.3082 -0.1596
O 2.2297 1.3156 -0.3801
C 0.1220 0.1324 -0.0726
C -0.4710 1.3986 -0.6132
C -0.2658 -1.1165 -0.6956
C -0.0647 0.0090 1.4008
H -1.4117 1.2383 -1.0666
H -0.4396 2.3015 0.0074
H 0.1025 1.5949 -1.4645
H -0.0537 -1.8470 -0.0066
H 0.3818 -1.5759 -1.4749
H -1.3204 -1.1157 -1.0861
H 0.4592 -0.7330 1.8798
H 0.2657 0.9867 1.9223
H -1.0622 -0.2561 1.3670
*
```

Energy above the lowest of the compared OMol25 structures with the same formula, charge and spin ... 144.2 kcal/mol
SMILES string ... [H]/N=[N+](\[O-])C(C)(C)C